No. 1
Entry from the OMol25 dataset: a structure of composition C40H30Cl5N7O4RuS (ωB97M-V/def2-TZVPD).

```
! RIJCOSX wB97M-V def2-TZVPD def2/J DEFGRID3
* xyz 1 6
Ru -0.03249 0.17190 -0.00932
C -7.42238 -3.34399 2.56171
C -6.34398 -2.54578 1.88528
C -6.50666 -2.08410 0.58307
C -5.52293 -1.33193 -0.04016
C -4.35257 -1.03812 0.64607
C -4.18038 -1.47144 1.95318
C -5.16763 -2.22299 2.56197
S -3.10631 -0.09265 -0.15810
O -3.71726 0.42081 -1.35324
O -2.55489 0.85509 0.81676
N -1.82234 -0.99890 -0.44344
C -1.81446 -2.16374 -1.21432
C -2.88180 -2.79023 -1.80123
C -2.70557 -4.00990 -2.49658
C -1.47854 -4.58983 -2.61474
C -0.34814 -3.94736 -2.05007
C 0.96550 -4.45158 -2.16290
C 2.00651 -3.74474 -1.63722
C 1.74320 -2.52091 -0.99751
N 0.53450 -2.02949 -0.85033
C -0.51750 -2.73432 -1.36233
H -8.05729 -3.84553 1.83332
H -8.05846 -2.69240 3.16421
H -7.00055 -4.09713 3.22644
H -7.41949 -2.31332 0.04709
H -5.66488 -0.95708 -1.04446
H -3.28489 -1.19635 2.48766
H -5.03348 -2.56475 3.58198
H -3.86994 -2.35958 -1.74576
H -3.57164 -4.48183 -2.94123
H -1.34719 -5.52276 -3.14687
H 1.13132 -5.39034 -2.67730
H 3.02649 -4.09338 -1.71396
H 2.56331 -1.93494 -0.60802
Cl 7.26885 1.35595 -1.08936
C 5.56957 1.12076 -1.16894
C 4.86929 0.67974 -0.05336
Cl 5.67912 0.36118 1.42779
C 3.49510 0.49435 -0.13698
Cl 2.56943 -0.06939 1.22229
C 2.77013 0.73463 -1.30979
O 1.47292 0.57455 -1.39296
C 3.50135 1.18589 -2.42335
Cl 2.62376 1.50690 -3.87539
C 4.87372 1.37327 -2.35695
Cl 5.72462 1.92692 -3.74048
C -1.01593 -2.12113 3.67573
C -0.79795 -0.78361 3.01976
O -0.07358 -0.72063 2.02324
N -1.40438 0.26010 3.58483
C -1.32360 1.71684 3.46105
C -0.52796 2.54319 2.45696
C -0.56790 3.90417 2.76866
C 0.16032 4.80997 2.03004
C 0.93687 4.33747 0.98197
C 0.89994 2.99019 0.71323
N 0.17386 2.09748 1.41815
H -1.07248 -2.88041 2.89966
H -1.91103 -2.15747 4.29539
H -0.15108 -2.33708 4.30516
H -1.98675 0.00533 4.36743
H -0.95643 2.06389 4.43010
H -2.35467 2.06747 3.38219
H -1.16301 4.23726 3.60937
H 0.13091 5.86377 2.27297
H 1.54295 4.99305 0.37375
H 1.45577 2.59247 -0.12420
N -2.08101 3.01670 -10.15916
C -1.98852 2.93786 -9.01722
C -1.86597 2.83376 -7.58569
C -0.94315 1.95230 -7.03101
C -0.82310 1.84633 -5.65838
C -1.62963 2.62194 -4.83378
C -2.54892 3.50483 -5.38131
C -2.66576 3.61018 -6.75617
N -1.52041 2.50697 -3.41526
C -2.09939 3.32564 -2.45889
C -1.70836 2.84398 -1.25744
N -0.89495 1.74733 -1.45340
C -0.80542 1.57744 -2.75036
H -0.31597 1.35253 -7.67560
H -0.09072 1.16522 -5.25068
H -3.18958 4.10384 -4.75241
H -3.38418 4.29362 -7.18665
H -2.72798 4.15860 -2.70840
H -1.97715 3.18735 -0.27439
H -0.21434 0.81214 -3.22001
*
```

Computed properties:
Gap between HOMO and LUMO (spin up / spin down) ... 8.154 / 6.483 eV
HOMO energy (spin up / spin down) ... -10.45 / -10.38 eV

Mulliken population analysis, charges in e, atoms 1 to 5:
1 Ru 2.159
2 C -1.524
3 C 0.907
4 C -0.950
5 C -0.433

No. 2
Entry from the OMol25 dataset: a structure of composition C40H30ClF3NO2PtS2 in a non-equilibrium geometry (ωB97M-V/def2-TZVPD).

```
! RIJCOSX wB97M-V def2-TZVPD def2/J DEFGRID3
* xyz 1 1
Pt 1.74047 1.26497 -1.52115
C 1.03277 0.42067 7.06215
C 1.05787 0.50077 5.57105
C 0.63997 -0.56683 4.78465
C 0.70997 -0.50573 3.40355
C 1.18667 0.64887 2.81305
C 1.60667 1.72727 3.57195
C 1.54177 1.64997 4.94775
S 1.36407 0.82607 1.02465
O 1.67067 -0.52083 0.48855
C -0.40423 1.12767 0.70505
C -0.74883 2.48527 0.83205
C -2.05263 2.88127 0.77675
C -3.07733 1.93787 0.54875
C -4.43663 2.31367 0.53765
C -5.41763 1.38737 0.31015
C -5.07273 0.05787 0.02865
C -3.76273 -0.33833 0.03045
C -2.73123 0.57587 0.33845
C -1.36643 0.16947 0.46035
C -1.07133 -1.27133 0.32825
C -1.61953 -2.21273 1.24945
C -2.35203 -1.81563 2.39065
C -2.93653 -2.74903 3.20155
C -2.81633 -4.11853 2.91935
C -2.05853 -4.53693 1.86135
C -1.43433 -3.60233 1.00845
C -0.64923 -4.01583 -0.08715
C -0.10033 -3.10123 -0.94145
C -0.34983 -1.74183 -0.74005
S 0.26727 -0.52723 -1.94385
O -0.84303 -0.13363 -2.80565
C 1.44977 -1.48543 -2.87175
C 2.62097 -1.82843 -2.20215
C 3.60177 -2.52973 -2.87285
C 3.44027 -2.85913 -4.21485
C 4.52267 -3.55593 -4.96665
C 2.25857 -2.50183 -4.86455
C 1.25977 -1.81383 -4.20375
H 0.61767 -0.52393 7.40155
H 0.44837 1.23787 7.48125
H 2.04417 0.51157 7.45525
H 0.27177 -1.46743 5.25305
H 0.42007 -1.34693 2.79335
H 1.99757 2.60847 3.08335
H 1.88887 2.47727 5.54635
H 0.04147 3.19777 1.01305
H -2.31773 3.91697 0.91905
H -4.69533 3.34437 0.73025
H -6.45753 1.67587 0.32875
H -5.85153 -0.65873 -0.18275
H -3.51753 -1.36413 -0.19555
H -2.45653 -0.76613 2.62115
H -3.50823 -2.43783 4.06215
H -3.32443 -4.83943 3.54005
H -1.94143 -5.58863 1.64565
H -0.49463 -5.06973 -0.26155
H 0.49077 -3.42413 -1.78065
H 2.74207 -1.56873 -1.16125
H 4.50617 -2.81133 -2.35765
H 5.40987 -3.67913 -4.35125
H 4.78277 -2.97593 -5.85135
H 4.18767 -4.53843 -5.29895
H 2.13337 -2.76233 -5.90345
H 0.34237 -1.52693 -4.69475
Cl 1.36467 6.99387 -2.09515
C 0.60377 5.48947 -2.40025
C -0.58233 5.40987 -3.12555
C -1.14693 4.16337 -3.33545
C -0.52393 3.03967 -2.81545
N 0.60087 3.13407 -2.11565
C 1.17057 4.31577 -1.91295
H -1.04253 6.30417 -3.51645
H -2.06143 4.05917 -3.89615
H -0.92903 2.04687 -2.96505
H 2.09977 4.33817 -1.35785
F 4.20967 2.65257 -1.35795
C 3.63947 1.73997 -2.19975
F 3.65097 2.33207 -3.42045
F 4.51547 0.71807 -2.27965
*
```

Computed properties:
Gap between HOMO and LUMO (spin up / spin down) ... 5.815 / 5.688 eV
ΔE to the lowest compared entry with this formula, charge and spin ... 75.1 kcal/mol
HOMO energy (spin up / spin down) ... -10.63 / -10.63 eV

Mulliken population analysis, charges in e, atoms 1 to 5:
1 Pt 1.888
2 C -1.500
3 C 1.060
4 C -1.046
5 C -0.395

No. 3
Entry from the OMol25 dataset: a structure of composition C40H30F6GeIN4O10S2Zr (ωB97M-V/def2-TZVPD).

```
! RIJCOSX wB97M-V def2-TZVPD def2/J DEFGRID3
* xyz -1 1
Zr -0.63164 1.53322 1.08694
O 1.30291 2.02170 4.78516
C 0.65628 1.39882 3.70848
O 0.16575 2.31335 2.81631
C 1.72877 0.61108 2.96004
C 2.74140 -0.08130 3.59692
C 3.67342 -0.74261 2.82023
C 3.58521 -0.65625 1.44214
C 2.53874 0.05473 0.88499
N 1.60963 0.65929 1.63167
C 2.58415 0.31118 -0.59934
O 3.65529 0.29597 -1.15894
O 1.48642 0.63481 -1.25632
H 0.59574 2.39743 5.32471
H 2.77199 -0.08666 4.67690
H 4.47867 -1.30247 3.27973
H 4.31641 -1.10173 0.78524
F -2.49413 4.35646 1.08767
C -2.19815 4.50044 2.39945
F -0.92525 4.90768 2.48069
F -2.96218 5.49343 2.87380
S -2.56623 2.89121 3.41128
O -2.38572 1.86659 2.24250
O -3.99734 3.07146 3.65379
N -0.38838 0.54927 4.30336
S -1.16368 -0.50707 3.56019
O -2.55260 -0.66857 3.87381
O -0.85366 -0.53975 2.08326
C -0.50388 -2.13520 4.13108
F -1.16399 -3.15765 3.57103
F -0.64505 -2.22891 5.45253
F 0.79161 -2.28206 3.84526
C 0.10317 0.28569 -0.80867
Ge -0.07525 -1.58496 -1.37787
C 0.36096 -1.67693 -3.29358
C 0.37532 -2.92015 -3.92850
C 0.61216 -3.02861 -5.29164
C 0.83643 -1.88461 -6.04780
C 0.82353 -0.64130 -5.43291
C 0.58839 -0.53938 -4.06591
C 1.21614 -2.76151 -0.49902
C 0.99194 -3.31229 0.76269
C 1.93470 -4.14062 1.35814
C 3.12657 -4.42047 0.70335
C 3.37021 -3.87168 -0.54916
C 2.41952 -3.05423 -1.14511
C -1.90254 -2.27610 -1.29371
C -2.27461 -3.40227 -0.56310
C -3.57646 -3.88779 -0.61402
C -4.52095 -3.26289 -1.41512
C -4.15873 -2.15429 -2.16913
C -2.86200 -1.66878 -2.10556
H -0.46554 0.81015 -1.58399
H 0.19711 -3.82270 -3.35083
H 0.61980 -4.00392 -5.76410
H 1.02215 -1.96369 -7.11230
H 1.00194 0.25500 -6.01509
H 0.60161 0.43912 -3.60002
H 0.07735 -3.08278 1.29629
H 1.74017 -4.55748 2.33874
H 3.86399 -5.06387 1.16895
H 4.30103 -4.07817 -1.06435
H 2.62467 -2.63103 -2.12226
H -1.54777 -3.91075 0.06058
H -3.84978 -4.75752 -0.02867
H -5.53546 -3.64099 -1.45575
H -4.88781 -1.66161 -2.80135
H -2.59497 -0.80453 -2.70678
I 6.98363 3.89085 0.20907
C 4.93771 3.77681 -0.19846
C 4.03739 3.72886 0.85415
C 2.68066 3.62824 0.58000
C 2.23698 3.58073 -0.73706
C 3.15166 3.64231 -1.77992
C 4.50831 3.73761 -1.51715
C 0.78456 3.38396 -1.05642
O 0.34290 3.48664 -2.17830
O 0.03898 3.08423 -0.00515
H 4.38319 3.75831 1.87867
H 1.96911 3.57325 1.39471
H 2.78664 3.58412 -2.79670
H 5.22406 3.75997 -2.32736
N -3.72680 -0.27787 1.01622
C -3.78874 0.70488 0.08370
C -5.03769 1.11001 -0.42351
C -5.08559 2.04832 -1.41907
C -3.89723 2.57854 -1.92719
C -2.71769 2.15652 -1.37036
N -2.64572 1.24737 -0.37407
H -4.50149 -0.34507 1.65546
H -2.83481 -0.44683 1.46202
H -5.93607 0.66401 -0.01750
H -6.04280 2.37110 -1.81044
H -3.88641 3.31595 -2.71623
H -1.77223 2.55728 -1.71618
*
```

Computed properties:
Gap between HOMO and LUMO ... 8.233 eV
ΔE to the lowest compared entry with this formula, charge and spin ... 4.4 kcal/mol
HOMO energy ... -6.24 eV

Mulliken population analysis, charges in e, atoms 1 to 5:
1 Zr 0.586
2 O -0.693
3 C 0.877
4 O -0.061
5 C -0.587

Number 1: electronic energy -5020.3872 Eh. Number 2: electronic energy -3422.6990 Eh. Number 3: electronic energy -6331.2950 Eh.